# C4H11P3

A cluster of 2 separate species, C4H11P3 in total in a non-equilibrium geometry (ωB97M-V with the def2-TZVPD basis set, the OMol25 dataset).

The geometry in XYZ format:
```
18
Properties=species:S:1:pos:R:3:forces:R:3:lowdin_charge:R:1
P -2.0983 1.3324 0.7139 1.1209 -1.8283 0.1674 0.79
P -1.2731 -1.1849 -0.9479 -3.6150 0.2385 -2.8130 0.68
P 0.0251 -2.9604 1.2215 1.6006 -0.5777 0.3370 0.74
C -0.5560 0.9010 1.6772 0.1916 2.0055 0.2305 -0.36
C 2.6234 0.5031 -1.1259 1.6076 -2.3970 1.3480 -0.06
C -0.2073 -1.9447 0.0018 2.0148 -0.4602 0.9380 -0.89
C -1.6725 0.5229 -0.8281 -0.7415 0.5914 -0.1536 -0.65
H -1.2829 -3.3330 1.4870 -1.1846 0.0019 0.3535 -0.16
H 2.5431 -0.5039 -0.6104 0.0500 1.1262 -0.0308 0.02
H -2.3641 0.7699 -1.6635 0.6408 -0.1128 0.3817 0.01
H 0.4235 1.4082 1.5091 -0.8019 -0.3719 -0.9598 0.05
H 3.5772 0.3449 -1.6980 -0.9725 0.9168 0.3599 0.03
H -0.7748 1.3202 2.6405 -0.2736 -0.4642 1.0450 0.00
H -1.7145 2.5804 0.3869 0.2020 1.6753 -0.5351 -0.10
H 2.6155 1.2909 -0.3590 0.2291 -0.2124 -0.5669 0.02
H 1.7549 0.4812 -1.7172 -0.9370 0.5700 -1.1012 -0.03
H -0.4141 -0.1460 1.6851 0.0562 -0.8959 0.3790 -0.06
H -1.2048 -1.3821 -2.3731 0.8124 0.1948 0.6204 -0.04
```
Positions in Å, forces in eV/Å.

Output
multiplicity	3
Kohn-Sham gap (spin up / spin down)	5.50 / 7.51	eV
F_max	4.6	eV/A
energy	-32185.9551	eV
ΔE to the lowest compared entry with this formula, charge and spin	40.45	kcal/mol

# C29H58As3FGaN3O4P

A structure of composition C29H58As3FGaN3O4P in a non-equilibrium geometry (ωB97M-V with the def2-TZVPD basis set, the OMol25 dataset).

The geometry in XYZ format:
```
100
Properties=species:S:1:pos:R:3:forces:R:3:lowdin_charge:R:1
As -0.4019 -2.1982 5.6609 0.1093 0.0338 -0.1442 1.14
As -1.2242 1.4580 1.8101 -0.1929 0.4189 0.0196 1.18
As -1.5212 -2.0011 0.9032 -0.5034 -0.3883 -0.1203 1.17
Ga -0.9370 0.2520 -0.4237 0.3311 -0.6726 0.4589 0.25
P 2.0478 -0.1175 -1.5977 0.0341 -0.0702 0.0792 0.93
F -4.7175 4.6798 -5.2337 0.0193 0.0620 -0.0702 0.12
O -2.4323 0.1197 -1.7765 1.1572 0.2909 0.6581 -0.02
O -3.4233 0.3840 0.1944 -0.0836 0.0218 -0.1989 -0.06
O -1.7350 2.7669 -1.2247 -0.2993 -0.3249 -0.0922 0.00
O -2.0514 5.4989 -4.8151 -0.0428 0.0400 -0.0875 0.14
N -1.9462 4.0598 -3.0552 -0.0325 0.0917 -0.3078 0.24
N -3.6886 2.6660 -2.4370 0.0170 -0.2612 -0.0670 0.02
N 0.8233 -0.0320 -0.6140 -0.2322 0.3856 -0.4112 -0.27
C 3.0143 -1.8633 -3.6846 -0.0500 -0.0476 -0.0151 -0.07
C 0.9800 -2.5933 -2.3987 -0.0275 0.0362 -0.0468 -0.09
C 2.4682 1.5734 -2.3778 0.0106 -0.3210 0.1264 -0.59
C 1.3782 -1.4370 6.0039 -0.0088 -0.0166 -0.0193 -0.34
C -2.4285 0.6184 3.1169 0.1229 -0.1976 -0.1557 -0.31
C -3.3268 0.6289 -1.0099 -0.9278 0.5221 0.2082 -0.65
C 1.1932 2.2167 -2.9351 0.0024 -0.0717 0.0357 -0.10
C 4.8703 -0.5453 -1.1095 -0.0100 -0.0167 -0.0152 -0.07
C -3.2351 -0.9953 4.7674 0.0770 0.0203 -0.0417 -0.10
C -2.2237 -0.8208 3.6196 0.1728 -0.0058 0.0829 -0.67
C -0.4290 -3.5974 1.2233 0.2694 0.3542 -0.1488 -0.26
C 0.8056 -0.7341 -4.0063 0.0184 0.0005 0.0397 -0.08
C -3.9628 4.1724 -4.2679 -0.2207 -0.1674 0.0247 -0.18
C 1.7391 -1.3916 -2.9815 0.1219 0.2374 0.2141 -0.59
C -4.4386 3.2171 -3.4646 0.0925 0.1431 -0.1909 0.06
C 3.4829 -0.7051 -0.4849 -0.1420 0.1274 -0.2762 -0.58
C 3.2240 -2.1845 -0.1713 -0.0540 0.0073 -0.0237 -0.09
C 3.5409 1.5195 -3.4661 0.0186 0.0006 0.0057 -0.07
C -2.5851 -1.8717 2.5615 0.0908 0.0854 -0.0803 -0.30
C 0.2177 -3.7844 4.6830 0.0119 -0.0101 -0.0014 -0.35
C -0.7687 -0.9840 4.1176 -0.1750 -0.0357 0.0183 -0.37
C -2.0763 3.2049 1.8361 -0.0198 -0.0037 -0.1681 -0.25
C -2.8428 -2.8802 -0.2286 -0.0690 0.0198 -0.0378 -0.26
C -2.4217 3.1246 -2.1865 0.1506 -0.0895 0.6467 -0.43
C 3.4244 0.0406 0.8550 -0.0345 0.0530 -0.0217 -0.09
C 0.4161 1.9204 2.7577 0.0372 -0.1966 -0.2448 -0.25
C -4.3200 1.6184 -1.6230 0.2819 -0.0729 -0.0635 0.00
C 2.9497 2.4637 -1.2249 -0.0057 -0.0455 -0.0234 -0.09
C -2.6010 4.6765 -4.1370 0.1347 -0.1197 0.2207 -0.38
H -4.9742 1.0446 -2.2800 -0.0581 0.0510 -0.0220 0.14
H 3.4692 -2.8330 -1.0106 -0.0582 -0.0162 0.0356 0.07
H -3.4164 0.7158 2.6647 -0.0073 0.0655 -0.0213 0.08
H -0.4238 -0.0186 4.4971 -0.0006 -0.0107 0.0241 0.05
H -2.3607 -3.2033 -1.1511 0.0249 -0.0034 0.0209 0.04
H -1.0745 -4.4175 1.5332 -0.0624 0.0545 0.0315 0.04
H 2.2533 2.4069 -0.3858 0.0665 0.0550 0.0468 0.07
H 3.9468 2.1823 -0.8930 -0.0350 0.0565 0.0533 0.06
H 1.0562 1.0501 2.8774 -0.0058 0.0048 0.0133 0.01
H 1.9104 -2.0554 6.7256 -0.0308 -0.0311 -0.0120 0.02
H 0.3350 -3.4255 1.9777 -0.0764 0.0431 -0.0743 0.00
H 0.9410 -3.5194 3.9111 0.0175 0.0157 0.0869 0.01
H 0.9016 1.8152 -3.9009 -0.0289 0.0282 0.0241 0.07
H -2.1231 3.5608 2.8648 0.0349 -0.0650 0.0306 0.04
H 4.9234 -0.9784 -2.1078 0.0891 0.0044 0.0612 0.06
H 1.3200 0.0154 -4.6043 -0.0631 -0.0053 0.0216 0.06
H 3.1834 1.0227 -4.3678 0.0373 0.0287 0.0115 0.07
H -5.4435 2.8400 -3.5870 -0.0021 -0.0033 0.0000 0.15
H -4.2372 -0.7075 4.4423 0.0162 -0.0079 -0.0096 0.09
H -4.9120 2.0524 -0.8188 0.0501 0.0005 0.0031 0.14
H 0.1814 2.3493 3.7308 -0.0775 -0.0185 -0.0107 0.04
H -2.3802 1.2901 3.9787 -0.0044 0.0396 -0.0348 0.09
H 0.3716 2.0870 -2.2311 -0.0713 0.1474 -0.0420 0.04
H -2.5373 -2.8632 3.0195 -0.0363 -0.0289 -0.0482 0.08
H -3.6420 -2.1873 -0.4802 0.0167 0.0381 0.0430 0.02
H -0.9896 4.3461 -2.8997 0.0119 0.0544 0.0594 0.17
H -3.2651 -3.7480 0.2770 0.0416 -0.0026 0.0412 0.04
H 0.2135 -2.2558 -1.6970 0.0050 -0.0779 -0.0098 0.04
H -3.2714 -2.0318 5.1028 -0.0019 0.0074 0.0406 0.07
H 0.9429 2.6592 2.1538 -0.0129 0.0001 0.0025 0.04
H 0.6945 -4.4694 5.3835 -0.0248 0.0203 0.0338 0.02
H 2.1815 -2.3307 0.1165 0.0281 -0.0851 0.0179 0.06
H 3.8500 -2.4919 0.6689 0.0552 0.0554 -0.0124 0.09
H 4.4458 1.0187 -3.1247 -0.0158 0.0588 -0.1003 0.06
H 1.2735 -0.4399 6.4312 -0.0325 -0.0051 -0.0033 0.02
H -0.1161 -1.2415 3.2731 0.1045 0.0209 0.0819 0.06
H 3.7850 1.0633 0.7842 -0.0296 -0.0095 0.0359 0.06
H 2.7356 -2.4723 -4.5484 0.0022 -0.0184 0.0021 0.10
H 4.0567 -0.4791 1.5785 0.0233 -0.0326 -0.0434 0.09
H 2.4011 0.0533 1.2262 -0.0059 -0.0030 0.0641 0.05
H -0.6253 -4.3045 4.2279 0.0069 0.0109 0.0049 0.01
H -3.0860 3.1302 1.4364 0.0368 -0.0489 -0.0330 0.03
H 3.6318 -2.4823 -3.0347 0.0013 0.0108 -0.0592 0.07
H 5.1722 0.5004 -1.1689 0.0213 -0.0516 0.0025 0.07
H 0.0658 -3.8645 0.2893 -0.0436 0.0000 -0.0079 0.02
H 1.3753 3.2871 -3.0702 0.0165 -0.0077 0.0402 0.09
H 1.9700 -1.3736 5.0893 -0.0178 -0.0175 -0.0160 0.02
H 3.8140 2.5404 -3.7455 -0.0165 0.0095 0.0054 0.10
H 5.6034 -1.0604 -0.4842 -0.0022 -0.0003 0.0187 0.10
H 0.4357 -1.4949 -4.6963 0.0249 -0.0532 0.0256 0.09
H -2.9589 -0.3788 5.6241 -0.0270 0.0117 0.0205 0.08
H 2.9990 3.5020 -1.5606 -0.0145 -0.0240 -0.0566 0.09
H -3.6119 -1.7084 2.2269 -0.0002 -0.0258 -0.0159 0.09
H -0.0606 -0.2854 -3.5133 -0.0176 0.0375 -0.1102 0.07
H -1.5059 3.9081 1.2341 0.0074 -0.0411 -0.0379 0.03
H 3.6182 -1.0337 -4.0490 -0.0064 -0.0715 -0.0242 0.06
H 0.4851 -3.1282 -3.2120 0.0133 0.0123 -0.0275 0.09
H 1.6348 -3.3008 -1.8986 -0.0163 0.0062 0.0628 0.06
```
Positions in Å, forces in eV/Å.

Output
net charge	+1
Kohn-Sham gap	8.77	eV
F_max	1.4	eV/A
energy	-290569.9108	eV

# C22H16FN6PdSe

A structure of composition C22H16FN6PdSe in a non-equilibrium geometry (ωB97M-V with the def2-TZVPD basis set, the OMol25 dataset).

The geometry in XYZ format:
```
47
Properties=species:S:1:pos:R:3:forces:R:3:lowdin_charge:R:1
Pd -0.1550 -0.0636 -0.0707 0.1088 -1.1815 -0.1421 0.79
Se 4.5728 6.0143 0.2037 0.2643 0.2982 0.0226 1.19
F -3.1027 -6.5339 0.0225 0.0010 0.0096 0.0031 0.07
N -4.1377 -1.3961 -0.0234 -0.0053 -0.0738 -0.0330 0.09
N 4.8253 4.2730 0.1670 0.1115 -0.4886 0.0006 -0.22
N -0.2233 2.1538 -0.2217 -0.0968 -0.2451 0.1651 0.03
N 1.8667 0.4627 -0.0770 0.0142 -0.0398 -0.0868 0.00
N 2.8219 5.8808 0.1002 -0.5070 -0.0071 -0.0254 -0.22
N -2.1544 -0.5050 0.1316 0.0825 0.0398 -0.1093 -0.07
C 2.8824 -0.3871 -0.0520 0.1410 0.0404 -0.0039 -0.10
C 0.5415 -2.3287 -0.0976 -1.5620 2.6239 0.0606 -0.09
C 4.2103 0.0199 0.0161 0.0398 0.0255 0.0067 -0.01
C -2.2224 -5.5208 -0.0059 0.0018 0.0390 0.0178 -0.28
C -0.8374 -4.0346 -1.2445 0.1383 -0.0726 0.0216 -0.06
C 2.5267 4.6053 0.0475 0.4459 0.1236 0.0249 -0.33
C 3.6473 3.7054 0.0854 -0.0119 0.4781 0.0104 -0.33
C 0.0576 4.9149 -0.1409 0.0555 -0.0642 0.0059 0.03
C -3.0783 0.3639 0.6757 -0.0547 -0.0385 0.2074 -0.14
C 4.4971 1.3625 0.0655 -0.0651 0.0152 -0.0153 0.03
C 1.1806 4.0885 -0.0590 -0.3244 -0.2339 -0.0564 -0.07
C -1.2755 2.9493 -0.3259 -0.0198 0.0944 -0.1238 -0.11
C 2.1290 1.7891 -0.0417 0.4735 -0.1534 0.0440 -0.12
C 0.9989 2.7009 -0.1007 -0.2921 0.4366 -0.0218 -0.14
C -1.1822 4.3376 -0.2834 -0.0018 0.0088 -0.0199 -0.01
C -1.7439 -5.0825 -1.2257 -0.0277 0.0027 -0.0482 0.00
C -2.8293 -1.5572 -0.2796 -0.1664 0.1458 -0.0106 -0.14
C -1.8193 -4.9484 1.1876 -0.0584 0.0011 0.0201 0.00
C -0.4056 -3.4241 -0.0604 0.1250 -0.1008 -0.0390 -0.35
C 3.4400 2.2741 0.0351 -0.1751 -0.3983 0.0043 -0.07
C -0.9131 -3.9039 1.1518 0.0263 0.0069 0.0059 -0.04
C -4.3172 -0.1834 0.5871 0.0336 0.0971 0.0418 -0.06
H -2.0776 -5.5650 -2.1343 0.0170 0.0011 -0.0065 0.13
H -0.4455 -3.6835 -2.1918 -0.0130 -0.0148 -0.0190 0.12
H -2.7868 1.2898 1.1360 -0.0160 -0.0427 0.0457 0.10
H 5.5121 1.7310 0.1244 0.0089 0.0057 0.0030 0.13
H 4.9925 -0.7249 0.0329 0.0029 -0.0103 -0.0013 0.12
H 0.9297 -2.0079 -1.0573 0.5618 -0.5351 0.0951 0.04
H -2.4237 -2.4323 -0.7466 0.0411 -0.0841 -0.0995 0.11
H 2.6425 -1.4417 -0.0847 0.0076 0.0204 0.0012 0.09
H -2.2320 2.4657 -0.4680 0.0267 0.0377 -0.0187 0.10
H -0.5873 -3.4455 2.0773 -0.0117 -0.0115 0.0246 0.12
H -2.2148 -5.3284 2.1197 0.0139 0.0017 0.0079 0.12
H 0.1876 5.9877 -0.1045 0.0067 0.0141 0.0018 0.13
H -5.2807 0.1707 0.9041 -0.0066 0.0022 0.0199 0.12
H 0.9160 -1.9154 0.8312 0.6589 -0.7593 0.0353 0.03
H -4.8573 -2.0661 -0.2373 0.0177 -0.0101 -0.0094 0.17
H -2.0756 4.9390 -0.3677 -0.0103 -0.0036 -0.0074 0.12
```
Positions in Å, forces in eV/Å.

Output
net charge	+1
Kohn-Sham gap (spin up / spin down)	6.55 / 6.56	eV
F_max	3.1	eV/A
energy	-103552.7601	eV
ΔE to the lowest compared entry with this formula, charge and spin	18.03	kcal/mol

# C14H12N5O3

A cluster of 2 separate species, C14H12N5O3 in total in a non-equilibrium geometry (ωB97M-V with the def2-TZVPD basis set, the OMol25 dataset).

The geometry in XYZ format:
```
34
Properties=species:S:1:pos:R:3:forces:R:3:lowdin_charge:R:1
O -0.2554 1.4958 6.8743 0.0408 -1.3679 -1.3174 -0.01
O -1.4748 0.2468 5.3300 1.3390 0.1440 0.6106 0.07
O 4.3040 -1.7625 6.8419 -0.0628 -0.5801 -0.3177 -0.04
N 2.4604 -1.8340 5.5188 -1.6488 -0.1165 -1.0398 0.14
N 2.9519 1.4300 2.1723 -1.1509 -1.0835 -0.0595 0.08
N 0.9964 1.4835 7.4403 1.2721 -2.3820 -1.3639 0.09
N 2.8413 -0.0659 7.1278 1.6148 -1.5502 -0.0846 0.19
N -0.3882 0.4076 5.8611 0.1364 0.6136 0.4872 -0.13
C -2.5814 -0.7282 1.8790 0.2066 0.4016 0.0398 -0.13
C 1.2716 -1.3360 5.1587 0.7540 -0.3864 0.0487 -0.01
C 1.6970 -1.8129 2.0673 0.7352 -0.3108 -0.1111 -0.12
C -2.9551 0.6242 1.8650 -0.1965 -0.1658 -0.0387 -0.15
C 1.6538 0.4299 6.8359 -2.6337 1.6150 0.0225 -0.29
C -0.2151 -0.0985 2.0372 -0.2344 0.0352 -0.0141 -0.23
C 3.1509 -1.2012 6.4766 -0.3187 2.0086 0.9430 -0.41
C 1.1635 -0.4338 2.1779 -0.3517 0.6293 0.2344 -0.34
C -0.6201 1.2694 1.9882 -0.5424 -0.0054 -0.0470 -0.06
C 0.8288 -0.2057 5.8311 -1.3849 1.8682 1.3262 -0.10
C -1.9646 1.6160 1.9012 0.4222 -0.4153 0.0786 -0.12
C -1.2418 -1.0922 1.9538 0.1557 0.3746 0.0378 -0.07
C 4.5748 -3.0531 6.2376 0.2037 0.4103 0.1803 -0.06
C 2.1158 0.6005 2.1607 1.1596 0.9173 0.2140 -0.30
H -2.2399 2.6714 1.8669 0.0179 -0.2512 0.0335 0.09
H -0.9617 -2.1484 1.9635 -0.2301 0.3528 -0.0231 0.08
H 2.3087 -1.9264 1.1563 -0.1686 -0.2295 0.1169 0.08
H 0.1435 2.0518 2.0313 -0.2532 -0.2967 -0.0266 0.09
H 2.3609 -1.9927 2.9210 0.1063 -0.4105 -0.2102 0.05
H 0.9175 -2.5773 2.0627 0.1467 0.0685 0.0024 0.05
H 5.5614 -3.3119 6.6143 -0.0202 -0.0576 -0.0371 0.08
H -4.0099 0.9016 1.8224 0.2779 -0.0827 -0.0153 0.08
H 0.6336 -1.8125 4.4163 0.3684 -0.0925 0.1332 0.12
H 4.5770 -2.9824 5.1462 0.0087 -0.0266 0.2568 0.08
H 3.8363 -3.7944 6.5570 0.0950 0.1649 -0.0755 0.09
H -3.3432 -1.5085 1.8343 0.1360 0.2074 0.0153 0.09
```
Positions in Å, forces in eV/Å.

Output
net charge	-1
Kohn-Sham gap	4.18	eV
F_max	3.1	eV/A
energy	-28301.2652	eV
ΔE to the lowest compared entry with this formula, charge and spin	0.78	kcal/mol

# C6H9N2O2

A cluster of 2 separate species, C6H9N2O2 in total in a non-equilibrium geometry (ωB97M-V with the def2-TZVPD basis set, the OMol25 dataset).

The geometry in XYZ format:
```
19
Properties=species:S:1:pos:R:3:forces:R:3:lowdin_charge:R:1
O 1.1039 -1.2636 1.1234 0.4673 1.4390 -0.0832 -0.08
O -0.6847 -2.5111 0.8006 -0.4089 -0.5532 0.5883 -0.03
N 0.3890 0.3071 -0.8833 -1.3132 1.4224 0.5681 -0.02
N 0.2816 2.5361 -1.4851 0.3693 -0.6789 1.0211 0.03
C 1.2982 -3.4734 1.9919 0.2408 3.2566 -2.7794 -0.01
C 1.0585 1.4502 -1.3371 -1.8930 -1.2904 0.9812 -0.25
C 0.4281 -2.3219 1.2853 0.4878 -1.2348 -1.2175 -0.71
C -1.9979 3.1001 -0.4843 -0.6656 2.0966 -3.1957 -0.11
C -0.9467 0.7098 -0.7895 0.6048 3.0105 0.7341 -0.09
C -0.9750 2.1779 -1.0241 0.8810 -5.5919 0.5870 -0.39
H 2.1177 1.3176 -1.4154 0.3956 0.6979 -0.4909 0.08
H 0.6390 -4.1367 2.4192 -0.9991 -1.9182 0.9381 0.02
H -2.9162 3.1707 -1.1739 1.0022 -0.1721 0.9723 0.08
H 2.0087 -3.8269 1.1899 -0.8749 0.0006 1.0611 0.09
H 1.8000 -2.8079 2.6581 0.8572 -0.3707 0.9995 0.04
H 0.6599 -0.3918 0.1091 0.4107 -0.1708 -1.2105 0.13
H -2.3617 2.9942 0.5243 0.3395 -0.3213 0.3681 0.05
H -1.7105 0.0424 -0.3217 0.8634 0.6981 -0.5386 0.10
H -1.4754 4.0774 -0.6562 -0.7648 -0.3195 0.6968 0.07
```
Positions in Å, forces in eV/Å.

Output
net charge	-1
Kohn-Sham gap	7.95	eV
F_max	5.7	eV/A
energy	-13443.8719	eV
ΔE to the lowest compared entry with this formula, charge and spin	43.62	kcal/mol

# C3H6N2O

An isolated molecule of C3H6N2O (ωB97M-V with the def2-TZVPD basis set, the OMol25 dataset).

The geometry in XYZ format:
```
12
Properties=species:S:1:pos:R:3:forces:R:3:lowdin_charge:R:1
O 0.4343 0.5587 0.8758 0.1064 -0.0143 -0.0503 -0.01
N 2.0892 0.4289 -0.6996 0.0141 -0.1164 0.0075 0.15
N -0.0429 -0.5189 -1.0670 0.2553 0.1951 0.2184 0.08
C 0.8041 0.1086 -0.3524 -0.0193 -0.0958 -0.2240 -0.54
C -1.2411 -0.6255 -0.2374 -0.2565 -0.0694 0.0996 -0.20
C -0.9903 0.3617 0.9177 -0.2203 -0.0169 0.0263 -0.14
H 2.4317 -0.0990 -1.4882 -0.0188 0.0329 0.0983 0.10
H -2.1446 -0.3825 -0.8044 0.1299 0.0024 0.0865 0.11
H 2.7355 0.5015 0.0723 -0.0874 0.0698 -0.0810 0.10
H -1.4725 1.3317 0.7493 0.0718 -0.1328 0.0130 0.12
H -1.2584 -0.0083 1.9091 0.0369 0.0150 -0.1489 0.12
H -1.3451 -1.6570 0.1249 -0.0120 0.1305 -0.0454 0.11
```
Positions in Å, forces in eV/Å.

Output
Kohn-Sham gap	9.89	eV
F_max	0.4	eV/A
energy	-8235.9316	eV
structure (SMILES)	NC1=NCCO1
ΔE to the lowest compared entry with this formula, charge and spin	17.69	kcal/mol